Computed, not measured: a molecular structure, C2H4OS2 at a distorted geometry, with wB97M-V/def2-TZVPD.

Last column: Mulliken charge in e.
CARTESIAN COORDINATES (ANGSTROEM)
C -0.41 -1.38 0.31  -0.48
C 0.09 0.84 -0.49  -0.08
O 0.36 1.89 0.36  -0.45
S 1.17 -0.59 -0.05  -0.13
S -1.48 0.00 -0.17  -0.14
H -0.75 -2.34 -0.12  0.35
H -0.43 -1.49 1.46  0.24
H 0.03 1.16 -1.55  0.35
H 1.42 1.93 0.25  0.36

Properties
Highest occupied orbital energy: -9.1 eV
Calculated total energy: -25855.283 eV
Relative energy (zero: lowest compared OMol25 entry of this formula, charge and spin): 1.212 eV
Maximum force: 3.8 eV/Å